# C3H7NO2

A 2-piece molecular cluster, C3H7NO2 overall (the ωB97M-V functional and the def2-TZVPD basis, OMol25).

Calculated values
Frontier orbital gap (alpha / beta), eV: 6.65 / 9.77
Maximum force, eV/Å: 2.2
HOMO level (alpha / beta), Eh: -0.2531 / -0.3351
Energy relative to the best compared isomer or geometry (same formula, charge and spin), kJ/mol: 488.5

Each atom is followed by the atoms it is bonded to, with distances in Å.
Element x y z (Å)
1 C -0.88 -0.33 -0.12  N3 1.355, O5 1.330, H9 1.089
2 C 1.64 -1.04 0.66  H11 1.088, H12 1.086, H13 1.088
3 N -0.20 0.81 -0.39  C1 1.355, C4 1.387, H8 1.039
4 C -0.79 2.06 -0.24  N3 1.387, O6 1.214, H10 1.098
5 O -0.71 -1.40 -0.89  C1 1.330, H7 0.968
6 O -1.97 2.21 0.03  C4 1.214
7 H -1.53 -1.93 -0.88  O5 0.968
8 H 0.82 0.65 -0.39  N3 1.039
9 H -1.86 -0.20 0.33  C1 1.089
10 H -0.07 2.87 -0.31  C4 1.098
11 H 2.42 -0.43 1.12  C2 1.088
12 H 1.17 -1.74 1.35  C2 1.086
13 H 1.96 -1.51 -0.27  C2 1.088